Record 1
DFT (wB97M-V/def2-TZVPD) results for 2 unconnected molecules or ions with the total composition C2H3F3Si.

The geometry in XYZ format:
```
9
Properties=species:S:1:pos:R:3
C -1.6776 0.2792 -0.0158
C -0.8929 -0.7596 0.0089
F -1.1923 1.5078 -0.0975
F -3.0101 0.2974 -0.0084
F -1.3486 -2.0503 0.1021
Si 1.9444 0.0411 -0.0101
H 2.0501 1.0002 -0.9756
H 2.5373 -1.1827 -0.2416
H 1.5896 0.8669 1.2379
```

Computed properties:
Molecular weight, g/mol: 112.13
Kohn-Sham gap, eV: 7.88
Relative energy (zero: lowest compared OMol25 entry of this formula, charge and spin), kcal/mol: 232.5
Total charge: 0
E_LUMO, eV: -1.14
Calculated total energy, eV: -18147.3236
Highest occupied orbital energy, eV: -9.02

Record 2
DFT (wB97M-V/def2-TZVPD) results for 4 unconnected molecules or ions with the total composition C23H40O8S3.

The geometry in XYZ format:
```
74
Properties=species:S:1:pos:R:3
C 4.8747 2.2045 -1.4635
C 4.9983 0.5772 -1.4359
C 5.0826 0.1940 0.1404
C 3.6155 -0.0055 -2.0125
C 3.7643 -1.3926 -2.8458
C 3.6492 -2.5251 -1.7234
C 5.0292 -3.5473 -1.8344
C 6.4856 -2.7645 -1.5970
O 5.8024 -3.7438 -0.5498
O 4.7912 -1.4824 -3.8713
C 4.1923 -2.4008 -4.8145
O 4.7240 -3.2004 -5.5999
O 2.7633 -2.3807 -4.7597
C 2.5082 -1.2472 -3.8631
C 1.0360 -1.5063 -3.3037
O 0.3937 -0.2880 -2.7775
C -0.7907 -0.8074 -2.1121
C -0.7264 -1.0595 -0.5920
C -2.0015 -1.6601 0.0954
C -3.2315 -1.9500 -0.8203
C -3.2708 -1.6721 -2.3563
C -2.0116 -1.0812 -3.0282
H 4.5191 2.6027 -2.4694
H 4.2082 2.5794 -0.5974
H 5.9322 2.6045 -1.2444
H 5.8936 0.2204 -2.0450
H 4.1651 -0.3995 0.4989
H 5.0767 1.1615 0.7735
H 6.0197 -0.4131 0.4125
H 2.8223 -0.1775 -1.1999
H 3.1938 0.8104 -2.7173
H 2.8388 -3.2887 -1.9885
H 3.6192 -2.1562 -0.6512
H 5.0005 -4.4278 -2.6459
H 7.2484 -3.2800 -2.2707
H 6.4998 -1.6837 -1.2623
H 2.5680 -0.3178 -4.5366
H 0.3931 -1.9428 -4.1607
H 1.0424 -2.2611 -2.4500
H 0.2286 -0.8316 0.0054
H -2.0034 -1.8940 1.2313
H -4.1862 -2.4199 -0.3865
H -4.1619 -1.9107 -3.0284
H -1.9345 -0.8579 -4.1451
C -1.0811 0.2413 5.3781
S -1.5761 -1.1191 4.2997
O -0.8554 -0.9489 2.9996
C -3.2671 -0.5527 4.0619
H -0.0275 0.1159 5.6319
H -1.2203 1.1933 4.8629
H -1.6785 0.2169 6.2913
H -3.2656 0.4494 3.6321
H -3.7917 -0.5505 5.0195
H -3.7654 -1.2416 3.3771
C -3.9816 4.7206 2.8925
S -2.7631 3.4815 2.4017
O -2.6737 2.4795 3.5067
C -1.3286 4.5681 2.5407
H -4.9652 4.2495 2.9131
H -3.7426 5.1050 3.8858
H -3.9856 5.5345 2.1654
H -1.2571 4.9622 3.5562
H -1.4219 5.3869 1.8253
H -0.4331 3.9889 2.3126
C -5.7791 1.0338 0.0467
S -5.5112 0.3371 1.6905
O -5.5956 -1.1507 1.5719
C -7.0732 0.9167 2.3875
H -4.9320 0.7631 -0.5855
H -6.6974 0.6298 -0.3837
H -5.8442 2.1211 0.1187
H -7.9094 0.5192 1.8091
H -7.0938 2.0079 2.3765
H -7.1445 0.5641 3.4172
```

Computed properties:
Molecular weight, g/mol: 540.77
Kohn-Sham gap, eV: 8.58
Total charge: 0
E_LUMO, eV: 0.18
Calculated total energy, eV: -73373.6448
Highest occupied orbital energy, eV: -8.40

Record 3
DFT (wB97M-V/def2-TZVPD) results for 2 unconnected molecules or ions with the total composition C8H9NO.

The geometry in XYZ format:
```
19
Properties=species:S:1:pos:R:3
C -0.4356 -3.4702 -1.5885
C -0.7601 1.5186 -0.9006
C -0.5438 0.1866 -0.9151
C -0.3150 2.2171 0.3304
C 1.0461 1.6403 0.7311
C 0.6910 0.2581 1.3016
C -0.5679 -3.5815 -0.1779
C -0.0274 -0.4815 0.1913
N -0.4067 -3.7667 -2.7011
O -0.1027 -1.7890 0.3625
H -1.2182 2.1011 -1.7475
H -0.8464 -0.2992 -1.7890
H -0.3700 3.2515 0.2197
H -1.2968 2.0569 0.9752
H 1.6741 1.4674 -0.1659
H 1.5595 2.2296 1.5361
H 1.6464 -0.2018 1.6782
H 0.0268 0.4125 2.1401
H 0.2466 -3.7497 0.5193
```

Computed properties:
Molecular weight, g/mol: 135.17
Kohn-Sham gap, eV: 7.07
Relative energy (zero: lowest compared OMol25 entry of this formula, charge and spin), kcal/mol: 145.3
Total charge: 0
E_LUMO, eV: -0.95
Calculated total energy, eV: -11973.5463
Highest occupied orbital energy, eV: -8.02

Record 4
DFT (wB97M-V/def2-TZVPD) results for C7H14NOP in the gas phase.

The geometry in XYZ format:
```
24
Properties=species:S:1:pos:R:3
C 0.1397 -0.0576 2.4343
C -0.4675 1.1477 2.6480
C 1.3266 -0.1006 1.7341
C -1.1909 -1.1422 -0.1858
C -0.8841 0.4737 -2.2078
C 0.8689 -1.2538 -1.6937
C -0.1262 -0.3429 -1.0505
N 0.5330 0.6314 -0.2564
O -0.1225 2.2190 1.9756
P 0.1874 2.2074 0.1943
H -0.3320 -0.8844 3.0369
H -1.4170 1.1393 3.1639
H 1.8273 0.8275 1.5087
H 1.7979 -1.0532 1.3163
H -1.4448 -2.0652 -0.7781
H -0.7914 -1.4635 0.8289
H -1.8764 -0.2991 -0.0050
H -0.6610 -0.0490 -3.1363
H -0.5964 1.5414 -2.1758
H -1.9375 0.3197 -1.9425
H 0.7977 -1.4820 -2.7911
H 1.8600 -0.7267 -1.7658
H 0.9861 -2.2650 -1.2880
H 1.5231 2.6781 0.4358
```

Computed properties:
Molecular weight, g/mol: 159.17
Kohn-Sham gap (alpha / beta), eV: 7.80 / 7.80
Relative energy (zero: lowest compared OMol25 entry of this formula, charge and spin), kcal/mol: 77.7
Total charge: 0
E_LUMO (alpha / beta), eV: -0.32 / -0.32
Calculated total energy, eV: -20308.3911
Highest occupied orbital energy (alpha / beta), eV: -8.12 / -8.12

Record 5
DFT (wB97M-V/def2-TZVPD) results for 2 unconnected molecules or ions with the total composition C8H7N2O5S.

The geometry in XYZ format:
```
23
Properties=species:S:1:pos:R:3
N -0.6752 -0.3939 1.4899
O -1.5113 0.1500 2.1717
O 0.3125 0.0292 0.9340
C -7.9706 -3.6469 0.4726
C -6.4731 -3.6691 0.4284
C -5.7936 -4.6350 1.1750
C -4.4105 -4.7452 1.1017
C -3.7097 -3.9084 0.2306
S -1.9478 -4.1228 0.0816
N -1.4882 -2.5980 0.8112
C -0.6831 -2.4489 1.7484
O 0.0970 -2.4394 2.6348
O -1.5412 -5.2030 0.9370
O -1.5570 -4.0360 -1.2935
C -4.3574 -2.8783 -0.4523
C -5.7437 -2.7740 -0.3643
H -8.3650 -2.8641 -0.1784
H -8.3426 -4.6242 0.1424
H -8.3552 -3.4844 1.4860
H -6.3576 -5.3189 1.8117
H -3.8722 -5.4776 1.6962
H -3.7919 -2.1779 -1.0624
H -6.2728 -2.0021 -0.9287
```

Computed properties:
Molecular weight, g/mol: 243.22
Kohn-Sham gap, eV: 5.82
Relative energy (zero: lowest compared OMol25 entry of this formula, charge and spin), kcal/mol: 10.1
Total charge: -1
E_LUMO, eV: 2.67
Calculated total energy, eV: -32460.2991
Highest occupied orbital energy, eV: -3.15

Record 6
DFT (wB97M-V/def2-TZVPD) results for a gas-phase ion, C14H21FNO2 (charge +1).

The geometry in XYZ format:
```
39
Properties=species:S:1:pos:R:3
C -3.9530 -0.8974 -1.6370
H -4.1822 -1.6516 -0.8880
H -3.6410 -1.3826 -2.5566
H -4.8587 -0.3313 -1.8313
C -2.8672 0.0491 -1.1426
O -3.3759 0.6982 0.0081
C -2.4573 1.5446 0.6729
C -1.9770 2.7298 -0.1591
H -1.3130 2.4230 -0.9633
H -2.8326 3.2455 -0.5867
H -1.4436 3.4251 0.4820
C -1.2659 0.6830 1.1855
N -1.4816 -0.7101 0.7260
H -2.4341 -0.9446 1.0486
C -1.5684 -0.7132 -0.7509
H -1.6145 -1.7415 -1.1126
H -0.6770 -0.2287 -1.1508
C -0.5314 -1.6966 1.2962
H -0.9608 -2.6959 1.1983
H -0.4093 -1.4656 2.3564
C 0.8441 -1.7020 0.6239
O 1.3652 -0.3957 0.6477
C 2.6930 -0.2011 0.3031
C 3.1692 1.0946 0.4862
C 4.4728 1.4080 0.1621
C 5.2932 0.4134 -0.3457
C 4.8344 -0.8762 -0.5342
C 3.5234 -1.1862 -0.2095
H 3.1767 -2.1950 -0.3652
H 5.4959 -1.6286 -0.9315
F 6.5608 0.7103 -0.6631
H 4.8584 2.4048 0.3001
H 2.5089 1.8455 0.8898
H 1.4836 -2.3898 1.1926
H 0.7750 -2.0737 -0.4079
H -1.2161 0.6935 2.2745
H -0.3126 1.0338 0.7892
H -3.0373 1.9231 1.5203
H -2.6441 0.7821 -1.9275
```

Computed properties:
Molecular weight, g/mol: 254.33
Kohn-Sham gap, eV: 8.81
SMILES: C[C@@H]1C[NH+](CCOc2ccc(F)cc2)C[C@@H](C)O1
Total charge: +1
E_LUMO, eV: -2.66
Calculated total energy, eV: -23154.5294
Highest occupied orbital energy, eV: -11.47

Record-wise max |F| values, in eV/Å: 5.65 5.19 6.90 3.76 4.49 0.99